(1)
This record from the OMol25 dataset describes a structure of composition C2H3BrFI in a non-equilibrium geometry. The level of theory is ωB97M-V with the def2-TZVPD basis set.

Geometry as XYZ:
```
8
Properties=species:S:1:pos:R:3:nbo_charge:R:1
C -0.46 0.61 0.31 -0.630
C 0.39 -0.52 -0.23 0.191
F 0.20 -1.71 0.30 -0.324
Br 2.37 -0.06 -0.17 -0.085
I -2.36 -0.01 -0.12 0.152
H -0.28 0.77 1.32 0.238
H -0.22 1.61 -0.02 0.260
H 0.36 -0.68 -1.40 0.198
```

Its HOMO energy is -9.953 eV. As for the total energy: -3049.55226 Ha. The LUMO energy comes out at 0.3006 eV. The relative energy (zero: lowest compared OMol25 entry of this formula, charge and spin) is 6.97 kcal per mole.


(2)
This record from the OMol25 dataset describes a structure of composition CH3PS in a non-equilibrium geometry. The level of theory is ωB97M-V with the def2-TZVPD basis set.

Geometry as XYZ:
```
6
Properties=species:S:1:pos:R:3:nbo_charge:R:1
C 0.17 -0.14 -0.49 -0.762
P -0.98 1.04 -0.09 0.575
S -2.56 3.21 0.02 -0.240
H 0.42 -0.32 -1.52 0.224
H 0.69 -0.71 0.26 0.231
H -1.01 0.91 1.31 -0.029
```

Its HOMO energy (spin up / spin down) is -9.145 / -9.181 eV. As for the total energy: -779.28728 Ha. The LUMO energy (spin up / spin down) comes out at -2.0152 / -2.1618 eV. The relative energy (zero: lowest compared OMol25 entry of this formula, charge and spin) is 79.71 kcal per mole.


(3)
This record from the OMol25 dataset describes the ion C7H9N2O with charge +1 in a non-equilibrium geometry. The level of theory is ωB97M-V with the def2-TZVPD basis set.

Geometry as XYZ:
```
19
Properties=species:S:1:pos:R:3:nbo_charge:R:1
C -1.83 1.44 -0.56 -0.656
C -1.31 0.08 -0.29 0.165
C -1.91 -1.14 -0.40 -0.054
N -1.00 -2.08 -0.02 -0.451
C 0.13 -1.47 0.31 0.247
N -0.03 -0.16 0.15 -0.280
C 0.98 0.88 0.38 -0.214
C 2.30 0.32 0.78 -0.626
C 3.29 0.13 -0.06 0.763
O 4.16 -0.07 -0.78 -0.378
H -1.25 1.93 -1.34 0.244
H -2.86 1.37 -0.89 0.259
H -1.79 2.06 0.33 0.244
H -2.90 -1.38 -0.71 0.256
H -1.16 -3.08 0.00 0.458
H 1.03 -1.94 0.65 0.259
H 0.60 1.54 1.16 0.243
H 1.07 1.45 -0.54 0.238
H 2.51 0.13 1.82 0.285
```

Its net charge is +1. Its HOMO energy is -13.273 eV. As for the total energy: -456.64189 Ha. Its SMILES is Cc1c[nH+]cn1CC=C=O. The LUMO energy comes out at -2.8903 eV. The relative energy (zero: lowest compared OMol25 entry of this formula, charge and spin) is 8.06 kcal per mole.


(4)
This record from the OMol25 dataset describes an isolated molecule of C3H3NS in a non-equilibrium geometry. The level of theory is ωB97M-V with the def2-TZVPD basis set.

Geometry as XYZ:
```
8
Properties=species:S:1:pos:R:3:nbo_charge:R:1
S 2.47 -0.40 -0.27 0.019
C 1.23 0.03 0.74 -0.499
C 0.10 0.63 0.29 0.359
N -0.91 1.18 -0.20 -0.385
C -1.32 -0.12 -0.67 -0.123
H 1.33 -0.11 1.81 0.244
H -1.07 -0.40 -1.68 0.194
H -1.84 -0.81 -0.02 0.191
```

Its HOMO energy (spin up / spin down) is -8.446 / -8.703 eV. As for the total energy: -568.89355 Ha. Its SMILES is S=CC1=NC1. The LUMO energy (spin up / spin down) comes out at -0.8584 / -1.4091 eV. The relative energy (zero: lowest compared OMol25 entry of this formula, charge and spin) is 77.83 kcal per mole.


(5)
This record from the OMol25 dataset describes a structure of composition C6H8N in a non-equilibrium geometry. The level of theory is ωB97M-V with the def2-TZVPD basis set.

Geometry as XYZ:
```
15
Properties=species:S:1:pos:R:3:nbo_charge:R:1
C 2.16 0.09 -0.16 -0.210
C 1.38 -1.20 -0.13 -0.141
C -0.35 1.08 -0.18 -0.044
C -1.00 -0.02 0.23 0.045
C 0.35 -0.59 0.53 0.183
C -2.38 -0.39 -0.01 -0.688
N 0.97 0.79 0.43 -0.393
H 2.90 0.27 0.51 0.238
H 2.40 0.42 -1.20 0.252
H 1.61 -2.12 -0.55 0.255
H -0.69 2.02 -0.70 0.267
H -2.58 -1.13 -0.76 0.273
H -3.07 0.43 -0.11 0.265
H -2.78 -1.03 0.89 0.263
H 1.05 1.35 1.22 0.435
```

Its net charge is +1. Its HOMO energy is -14.012 eV. As for the total energy: -287.75337 Ha. The LUMO energy comes out at -4.2820 eV. The relative energy (zero: lowest compared OMol25 entry of this formula, charge and spin) is 127.30 kcal per mole.


(6)
This record from the OMol25 dataset describes a cluster of 5 separate species, C12H34O5 in total in a non-equilibrium geometry. The level of theory is ωB97M-V with the def2-TZVPD basis set.

Geometry as XYZ:
```
51
Properties=species:S:1:pos:R:3:nbo_charge:R:1
C 0.35 1.57 2.31 -0.737
C -0.54 0.37 1.79 0.105
C -1.77 0.93 1.06 -0.642
O 0.10 -0.43 0.85 -0.765
H 1.26 1.10 2.69 0.201
H -0.03 2.05 3.22 0.202
H 0.60 2.31 1.56 0.205
H -0.74 -0.36 2.57 0.163
H -2.21 0.14 0.45 0.203
H -1.50 1.66 0.29 0.218
H -2.47 1.34 1.79 0.192
H 0.67 0.10 0.29 0.497
C -3.56 3.58 -3.66 -0.622
C -2.34 3.83 -2.74 0.080
C -1.06 3.46 -3.38 -0.735
O -2.32 5.15 -2.15 -0.742
H -4.45 3.64 -3.02 0.201
H -3.46 2.55 -3.98 0.201
H -3.71 4.24 -4.51 0.197
H -2.62 3.13 -1.95 0.155
H -0.32 3.39 -2.59 0.220
H -0.68 4.17 -4.12 0.202
H -1.14 2.45 -3.79 0.216
H -1.40 5.41 -2.23 0.462
C 2.24 -2.22 2.92 -0.647
C 3.66 -2.80 3.31 0.105
C 4.56 -2.45 2.13 -0.674
O 4.07 -2.21 4.55 -0.751
H 1.86 -2.67 2.01 0.216
H 2.19 -1.14 2.76 0.213
H 1.51 -2.32 3.72 0.203
H 3.54 -3.85 3.56 0.175
H 5.56 -2.82 2.33 0.198
H 4.61 -1.37 2.05 0.205
H 4.32 -2.82 1.13 0.223
H 4.40 -1.31 4.55 0.473
C -2.41 -3.68 -1.10 -0.647
C -2.43 -3.84 0.43 -0.086
O -1.07 -3.93 0.80 -0.728
H -1.69 -4.41 -1.49 0.217
H -2.20 -2.65 -1.42 0.219
H -3.37 -3.90 -1.56 0.196
H -2.68 -4.75 0.98 0.182
H -3.03 -3.11 0.98 0.159
H -0.79 -3.01 0.82 0.477
C 1.76 0.72 -2.62 -0.473
O 1.28 1.24 -1.46 -0.916
H 2.08 1.54 -3.26 0.154
H 2.43 -0.12 -2.46 0.148
H 1.00 0.21 -3.21 0.149
H 1.91 1.90 -1.17 0.334
```

Its net charge is -1. Its HOMO energy (spin up / spin down) is 0.568 / -7.130 eV. As for the total energy: -853.67594 Ha. The multiplicity is 2. The LUMO energy (spin up / spin down) comes out at 2.9892 / 2.8777 eV.


- What is the formula in the first record?
  C2H3BrFI